Entry 1:
Computed, not measured: a gas-phase ion, C2H3N2O2S (charge +1) in a non-equilibrium geometry, with ωB97M-V/def2-TZVPD.

```
10
Properties=species:S:1:pos:R:3:forces:R:3
C -0.2813 -0.4330 -1.4793 0.208 0.357 -0.472
C -0.4152 0.1526 -0.3312 1.578 -0.622 1.791
N 0.9819 -1.0235 0.6543 -0.604 -0.402 -1.248
N 1.2766 -2.0229 -0.1098 -0.694 2.811 0.064
O 1.9229 -2.9636 0.1852 0.798 -1.557 0.002
O -0.9974 0.8043 0.5547 -0.395 3.614 0.589
S 0.8274 -1.7330 -1.7954 -0.328 -0.365 -0.292
H -0.8157 0.0294 -2.3097 -0.123 -0.413 -0.051
H 1.4665 -1.2135 1.5302 -0.406 0.385 0.537
H -0.8221 1.8787 0.7365 -0.034 -3.808 -0.920
```
Positions in Å, forces in eV/Å.

* total charge: +1
* spin multiplicity: 1

=====

Entry 2:
Computed, not measured: 2 unconnected molecules or ions with the total composition C2H3N2OP in a non-equilibrium geometry, with ωB97M-V/def2-TZVPD.

```
9
Properties=species:S:1:pos:R:3:forces:R:3
C 1.2290 1.5044 0.0021 -0.017 0.526 -0.511
C -3.1912 0.6404 0.0116 1.295 -0.534 -1.033
N 0.9513 0.5210 0.5028 0.144 -0.490 0.497
N -2.2023 -0.0350 0.0080 -0.725 1.173 0.677
O -4.0382 1.3974 -0.2022 -1.275 0.786 0.440
P -1.5087 -1.5214 0.2660 -1.739 -1.953 1.106
H 1.4296 2.3995 -0.5342 0.114 0.191 0.019
H -0.6332 -1.2573 1.3033 0.282 0.309 0.497
H -0.5927 -1.3172 -0.6576 1.921 -0.008 -1.691
```
Positions in Å, forces in eV/Å.

* spin multiplicity: 1
* structure (SMILES): O=C=NP.C#N

=====

Entry 3:
Computed, not measured: 2 unconnected molecules or ions with the total composition C2H3N2OP in a non-equilibrium geometry, with ωB97M-V/def2-TZVPD.

```
9
Properties=species:S:1:pos:R:3:forces:R:3
C -2.3862 -0.6424 0.6299 -0.036 1.192 -3.598
C -2.4358 -0.1646 -0.4873 -0.796 -0.130 1.213
N -0.1771 1.2208 0.2442 2.312 -0.366 -0.434
N 0.7936 0.6708 -0.0439 -3.456 1.810 1.009
O 3.1723 0.1614 0.2283 -2.210 -0.155 0.626
P 1.7803 -0.4937 -0.5377 2.888 -0.713 -0.044
H -2.1386 -1.2146 1.4390 0.247 -0.883 1.786
H -2.6660 0.3777 -1.3963 0.313 -0.405 0.513
H 4.0575 0.0847 -0.0762 0.738 -0.351 -1.070
```
Positions in Å, forces in eV/Å.

* spin multiplicity: 1

=====

Entry 4:
Computed, not measured: a single C2H3N2OP molecule in a non-equilibrium geometry, with ωB97M-V/def2-TZVPD.

```
9
Properties=species:S:1:pos:R:3:forces:R:3
C 0.0592 -1.8951 0.3815 1.124 0.226 -0.159
C 1.1414 0.8458 0.0242 -0.921 3.191 -1.309
N 3.0967 -0.5209 0.3270 -1.428 1.484 -0.553
N 2.2118 0.1794 0.1524 3.002 -2.655 1.132
O -0.7369 -0.9237 0.6936 -1.494 -1.518 -0.740
P -0.3193 0.6190 1.0580 0.554 1.047 0.496
H -0.5740 -2.6600 -0.0920 -0.520 -0.267 0.331
H 1.3048 1.8583 -0.4960 -0.474 -1.736 0.688
H -1.2059 1.1378 0.0809 0.157 0.228 0.114
```
Positions in Å, forces in eV/Å.

* spin multiplicity: 1

=====

Ordered ΔE to the lowest compared entry with this formula, charge and spin results: 204.2 76.0 341.5 469.2; unit kJ/mol.
Ordered M results: 119.1 102.0 102.0 102.0; unit g/mol.